C5H8N2 | ωB97M-V/def2-TZVPD

- Lowest unoccupied orbital energy: 0.857 eV
- Structure (SMILES): C[C@H]1N[C@]1(C)C#N
- HOMO: -0.3653 Eh
- Spin multiplicity: 1
- Frontier orbital gap: 10.80 eV
- Relative energy (zero: lowest compared OMol25 entry of this formula, charge and spin): 187.39 kJ/mol

Positions of all 15 atoms, in Å:
C -1.533 -0.156 1.044
C -0.570 -0.846 0.095
N -0.362 -0.375 -1.347
C 0.651 -0.126 -0.337
C 0.747 1.367 -0.097
C 1.932 -0.801 -0.423
N 2.969 -1.307 -0.522
H -1.060 0.252 1.952
H -1.965 0.678 0.496
H -2.338 -0.814 1.384
H -0.729 -1.872 -0.160
H -0.045 -1.207 -1.861
H -0.242 1.820 -0.211
H 1.166 1.614 0.878
H 1.380 1.774 -0.890

Forces on the atoms, in the same order (eV/Å):
-0.15 0.10 -0.30
-0.54 0.33 -0.95
-0.05 0.25 -0.24
0.28 0.17 0.01
0.15 0.08 0.15
0.92 -0.52 -0.19
-0.96 0.42 0.13
0.12 -0.26 -0.46
-0.31 0.11 0.17
0.14 0.02 -0.26
0.68 -0.99 1.55
-0.57 0.34 0.09
0.25 -0.15 0.11
0.04 0.03 -0.02
0.01 0.05 0.20